#P
A gas-phase ion, C6H10N5 (charge +1). Source: OMol25; level of theory: ωB97M-V/def2-TZVPD.

Structure (ORCA input):
```
! RIJCOSX wB97M-V def2-TZVPD def2/J DEFGRID3
* xyz 1 1
C 0.9220 -0.1218 -1.8540
C -0.2093 -0.9299 0.4090
C 0.9891 -0.7145 1.2174
C -2.0709 -1.3962 -0.6774
C 0.9924 1.5674 0.5706
C -0.2352 0.0909 -0.9204
N 1.7375 -0.3427 -2.6302
N -1.1837 -1.7244 0.3470
N -1.4458 -0.2796 -1.4777
N -0.1363 1.4157 -0.3352
N 0.8211 0.6288 1.7376
H 0.9321 -1.4862 2.1074
H 1.9863 -0.9431 0.5948
H -2.3700 -2.1890 -1.4086
H -3.0319 -1.2236 -0.0315
H 1.9734 1.2508 0.1053
H 0.8514 2.6789 1.0027
H -1.5645 -0.3567 -2.4517
H -0.3695 2.1913 -0.8221
H -0.0932 0.9017 2.1048
H 1.5050 0.9821 2.4123
*
```

Values from the calculation:
SMILES   N#C[C@@]12NCN=C1C[NH2+]CN2
Kohn-Sham gap   0.357 Eh
LUMO level   -3.76 eV

Want to see where the charge sits? The Löwdin charges in e are:
1 C -0.133
2 C -0.191
3 C -0.093
4 C -0.178
5 C -0.128
6 C -0.435
7 N 0.196
8 N 0.138
9 N 0.073
10 N 0.049
11 N 0.057
12 H 0.185
13 H 0.202
14 H 0.145
15 H 0.162
16 H 0.148
17 H 0.200
18 H 0.120
19 H 0.094
20 H 0.196
21 H 0.192

#Q
A gas-phase ion, C6H10N5 (charge +1). Source: OMol25; level of theory: ωB97M-V/def2-TZVPD.

Structure (ORCA input):
```
! RIJCOSX wB97M-V def2-TZVPD def2/J DEFGRID3
* xyz 1 1
C 1.5287 -1.2018 0.0186
C 0.1228 1.2839 0.2649
C -0.5526 0.0519 0.0525
C 3.3185 0.4659 -0.4400
C -2.1109 1.7312 -0.1553
C -0.6559 -2.3216 0.0793
N 2.3482 -0.1976 -0.0790
N -0.7919 2.2327 0.1166
N -1.9076 0.2975 -0.2058
N 0.0801 -1.1150 0.0321
N 4.2283 1.1897 0.1386
H 1.7262 -2.2761 0.0758
H -2.9099 1.8955 0.7159
H -2.4424 2.0525 -1.0616
H -0.5053 -2.6514 1.0823
H -1.7048 -2.1625 -0.1208
H -0.3528 -3.0427 -0.6261
H -0.7478 3.1994 0.2990
H -2.6461 -0.1707 0.3214
H 3.9024 1.7923 0.8740
H 4.9160 1.6476 -0.4322
*
```

Values from the calculation:
Kohn-Sham gap (spin up / spin down)   0.231 / 0.231 Eh
LUMO level (spin up / spin down)   -4.71 / -4.71 eV

Want to see where the charge sits? The Löwdin charges in e are:
1 C -0.086
2 C 0.055
3 C -0.237
4 C -0.134
5 C -0.157
6 C 0.000
7 N 0.087
8 N 0.060
9 N 0.090
10 N -0.055
11 N 0.134
12 H 0.135
13 H 0.190
14 H 0.100
15 H 0.115
16 H 0.099
17 H 0.100
18 H 0.134
19 H 0.147
20 H 0.116
21 H 0.108

Tell me which of them is the most stable. Sure, it is #P.

#P
A single C17H23N3O4S molecule. Source: OMol25; level of theory: ωB97M-V/def2-TZVPD.

Structure (ORCA input):
```
! RIJCOSX wB97M-V def2-TZVPD def2/J DEFGRID3
* xyz 0 1
C -2.4028 -4.3506 -2.0874
H -2.8126 -3.3490 -1.9927
H -2.1376 -4.5194 -3.1276
H -3.1663 -5.0732 -1.8111
C -1.1975 -4.4973 -1.1658
N -0.2632 -3.3996 -1.3232
C 0.5094 -3.4310 -2.5496
C 1.0583 -2.0174 -2.8134
N 1.2563 -1.3403 -1.5506
C 0.6987 -0.1349 -1.3109
S 0.2066 0.8527 -2.5421
N 0.5596 0.1941 0.0155
C 0.3372 1.4266 0.5753
C 0.7800 2.6056 -0.0299
C 0.5563 3.8356 0.5624
C -0.1123 3.9224 1.7863
C -0.5150 2.7681 2.4146
C -0.2974 1.5116 1.8381
C -0.7254 0.3045 2.5584
O -0.4615 -0.8425 2.2305
O -1.4491 0.5684 3.6503
C -1.8913 -0.5566 4.3932
H -2.5183 -1.1999 3.7721
H -1.0376 -1.1371 4.7497
H -2.4609 -0.1613 5.2299
H -1.0045 2.8145 3.3743
H -0.2871 4.8865 2.2347
C 1.0781 5.0461 -0.1254
O 1.8891 5.0302 -1.0159
O 0.5482 6.1769 0.3656
C 0.9922 7.3791 -0.2443
H 2.0719 7.4904 -0.1222
H 0.7607 7.3703 -1.3114
H 0.4646 8.1875 0.2554
H 1.3066 2.5705 -0.9698
H 0.3208 -0.5719 0.6487
C 1.7203 -2.2387 -0.5197
H 2.5903 -2.7618 -0.9300
C 0.6123 -3.2484 -0.1727
H 0.0077 -2.8880 0.6644
H 1.0762 -4.2063 0.1257
H 2.0498 -1.6898 0.3620
H 2.0036 -2.0659 -3.3650
H 0.3475 -1.4283 -3.3956
H -0.1371 -3.7186 -3.3768
H 1.3316 -4.1677 -2.4931
H -1.5462 -4.4707 -0.1300
H -0.7099 -5.4753 -1.3306
*
```

Values from the calculation:
SMILES   CCN1CCN(C(=S)Nc2cc(C(=O)OC)ccc2C(=O)OC)CC1
Kohn-Sham gap   0.286 Eh
LUMO level   -0.11 eV

Want to see where the charge sits? The Löwdin charges in e are:
1 C -0.085
2 H 0.079
3 H 0.060
4 H 0.069
5 C -0.260
6 N -0.183
7 C -0.161
8 C -0.161
9 N -0.124
10 C -0.761
11 S 0.714
12 N 0.080
13 C -0.165
14 C 0.024
15 C -0.102
16 C -0.007
17 C 0.001
18 C -0.046
19 C -0.415
20 O 0.081
21 O -0.036
22 C -0.039
23 H 0.099
24 H 0.099
25 H 0.096
26 H 0.118
27 H 0.115
28 C -0.450
29 O 0.127
30 O -0.042
31 C -0.046
32 H 0.098
33 H 0.099
34 H 0.093
35 H 0.077
36 H 0.095
37 C -0.120
38 H 0.126
39 C -0.163
40 H 0.106
41 H 0.125
42 H 0.126
43 H 0.128
44 H 0.056
45 H 0.113
46 H 0.123
47 H 0.115
48 H 0.120

#Q
A single C17H23N3O4S molecule. Source: OMol25; level of theory: ωB97M-V/def2-TZVPD.

Structure (ORCA input):
```
! RIJCOSX wB97M-V def2-TZVPD def2/J DEFGRID3
* xyz 0 1
C 2.2532 -5.2742 1.2791
H 1.5936 -6.1043 1.4873
H 2.8088 -5.5416 0.4784
H 1.5230 -4.6127 0.7520
C 2.9300 -4.8559 2.2524
C 2.0774 -4.2709 3.5119
H 1.3193 -4.8837 3.6829
H 2.3608 -4.1575 4.4465
S 1.2806 -2.6503 3.0930
O 2.4514 -1.7788 2.4985
O 0.5623 -2.0336 4.4247
N 0.1503 -2.9883 1.9181
C 0.4080 -2.1103 0.5028
H 1.4000 -1.7988 0.5657
C -0.4009 -0.7490 0.8724
C -0.1125 0.2043 -0.1781
N -0.4453 1.4567 -0.4387
C -0.2375 1.7635 -1.6216
N -0.0093 0.8355 -2.3386
O 0.2563 -0.2238 -1.3235
C -0.6348 2.9963 -2.2175
C -0.2193 3.3671 -3.3278
C -0.5590 4.6663 -3.9548
C -0.9516 5.6678 -3.1082
C -1.6342 5.2688 -1.9155
C -1.1511 4.1603 -1.4308
H -1.2133 3.8231 -0.4934
H -1.8947 6.1981 -1.2406
O -1.2059 6.8598 -3.6023
C -0.9821 7.2779 -5.0235
H -1.7492 6.6403 -5.6665
H -0.0559 7.0275 -5.3014
H -1.3616 8.3190 -5.0886
H -0.2164 4.7202 -5.1830
H 0.1726 2.5213 -4.1706
H 0.0579 -0.0487 1.9055
C -1.9259 -0.9787 1.2167
C -1.6809 -1.6803 2.6719
C -1.1095 -3.1119 2.3203
H -1.0410 -3.7174 3.3826
H -1.4414 -3.5851 1.4690
H -1.2522 -1.2888 3.6282
H -2.8291 -2.1290 2.8149
H -2.1580 -0.0303 1.4517
H -2.3719 -1.4916 0.5313
H -0.0763 -2.4206 -0.3056
H 3.6256 -3.8482 2.0262
H 3.6897 -5.4096 2.7467
*
```

Values from the calculation:
SMILES   CCCS(=O)(=O)N1CCC[C@H](c2nc(-c3ccc(OC)cc3)no2)C1
Kohn-Sham gap   0.330 Eh
LUMO level   0.59 eV

Want to see where the charge sits? The Löwdin charges in e are:
1 C -0.207
2 H 0.116
3 H 0.074
4 H 0.108
5 C -0.319
6 C -0.140
7 H 0.041
8 H 0.044
9 S 0.889
10 O -0.387
11 O -0.406
12 N -0.293
13 C 0.048
14 H 0.076
15 C -0.188
16 C -0.329
17 N 0.209
18 C -0.503
19 N 0.247
20 O 0.069
21 C -0.183
22 C -0.088
23 C -0.008
24 C -0.360
25 C -0.004
26 C -0.010
27 H 0.065
28 H 0.166
29 O -0.098
30 C -0.007
31 H 0.130
32 H 0.024
33 H 0.099
34 H 0.173
35 H 0.178
36 H 0.245
37 C -0.061
38 C -0.122
39 C -0.316
40 H 0.177
41 H 0.105
42 H 0.101
43 H 0.149
44 H 0.071
45 H 0.060
46 H 0.076
47 H 0.179
48 H 0.111

Tell me which of them is the most stable. Sure, it is #P.

#P
2 unconnected molecules or ions with the total composition C2H8OS2. Source: OMol25; level of theory: ωB97M-V/def2-TZVPD.

Structure (ORCA input):
```
! RIJCOSX wB97M-V def2-TZVPD def2/J DEFGRID3
* xyz 0 1
C -1.6351 -0.6210 1.2667
S -1.1062 -1.3496 -0.2314
S -0.0526 0.1545 -1.3940
C 1.5910 0.4950 -0.6278
H -1.2996 -1.3669 2.1155
H -1.1785 0.3663 1.6162
H -2.7752 -0.3083 1.3125
H 2.1959 0.1328 -1.5092
H 1.7080 1.5766 -0.6771
H 1.9068 0.0270 0.3705
H 2.3353 1.4493 1.4836
H 1.0094 2.2148 1.5128
O 1.8629 1.9734 1.9935
*
```

Values from the calculation:
SMILES   CSSC.O
Kohn-Sham gap   0.336 Eh
LUMO level   0.34 eV

Want to see where the charge sits? The Löwdin charges in e are:
1 C -0.591
2 S 0.424
3 S 0.423
4 C -0.485
5 H 0.062
6 H 0.040
7 H 0.066
8 H 0.025
9 H 0.012
10 H 0.072
11 H -0.102
12 H 0.083
13 O -0.028

#Q
2 unconnected molecules or ions with the total composition C2H8OS2. Source: OMol25; level of theory: ωB97M-V/def2-TZVPD.

Structure (ORCA input):
```
! RIJCOSX wB97M-V def2-TZVPD def2/J DEFGRID3
* xyz 0 1
C -2.0545 -0.2683 0.9746
S -0.2712 -0.1954 0.3892
S -0.4243 -0.3970 -1.7442
C -0.3583 1.4450 -2.3833
H -1.7939 -0.2396 2.1375
H -2.2064 -1.3177 0.5142
H -2.6444 0.5503 0.6075
H -0.7666 2.3296 -1.8220
H -0.7486 1.5039 -3.4398
H 0.6941 1.4714 -2.2076
H 3.6124 -1.6471 3.0599
H 3.4501 -1.2139 1.7426
O 3.5118 -2.0213 2.1713
*
```

Values from the calculation:
SMILES   CSSC.O
Kohn-Sham gap   0.346 Eh
LUMO level   0.52 eV

Want to see where the charge sits? The Löwdin charges in e are:
1 C -0.449
2 S 0.338
3 S 0.362
4 C -0.406
5 H 0.065
6 H 0.033
7 H 0.006
8 H 0.045
9 H 0.040
10 H -0.032
11 H 0.045
12 H -0.016
13 O -0.033

Tell me which of them is the most stable. Sure, it is #Q.

#P
A single CH2S3 molecule. Source: OMol25; level of theory: ωB97M-V/def2-TZVPD.

Structure (ORCA input):
```
! RIJCOSX wB97M-V def2-TZVPD def2/J DEFGRID3
* xyz 0 1
C -0.0081 0.1135 -0.0031
H -2.2901 -0.0462 0.0236
H 2.2756 0.3235 0.0108
S -1.3543 -1.0194 -0.0009
S 1.5108 -0.7733 0.0003
S -0.1526 1.7329 -0.0004
*
```

Values from the calculation:
SMILES   S=C(S)S
Kohn-Sham gap   0.316 Eh
LUMO level   -0.37 eV

Want to see where the charge sits? The Löwdin charges in e are:
1 C -1.684
2 H -0.112
3 H -0.121
4 S 0.672
5 S 0.677
6 S 0.568

#Q
A molecular structure, CH2S3. Source: OMol25; level of theory: ωB97M-V/def2-TZVPD.

Structure (ORCA input):
```
! RIJCOSX wB97M-V def2-TZVPD def2/J DEFGRID3
* xyz 0 1
C 0.0479 -0.3111 0.8204
S 2.8338 0.5092 0.7941
S -0.9011 -1.5070 0.1290
S 0.2248 1.2715 0.1292
H -1.4687 -0.9565 -1.0668
H -0.7368 0.9938 -0.8058
*
```

Values from the calculation:
Kohn-Sham gap (spin up / spin down)   0.264 / 0.261 Eh
LUMO level (spin up / spin down)   -2.18 / -2.09 eV

Want to see where the charge sits? The Löwdin charges in e are:
1 C -1.068
2 S 0.079
3 S 0.679
4 S 0.544
5 H -0.096
6 H -0.137

#R
A single CH2S3 molecule. Source: OMol25; level of theory: ωB97M-V/def2-TZVPD.

Structure (ORCA input):
```
! RIJCOSX wB97M-V def2-TZVPD def2/J DEFGRID3
* xyz 0 1
C 0.9808 0.6025 -0.0111
S 2.5086 0.8238 -0.2972
S -1.8755 -0.3308 0.1758
S -0.0315 -0.7918 -0.4766
H 0.5482 1.3152 0.6560
H -2.1306 -1.6189 -0.0468
*
```

Values from the calculation:
SMILES   S=CSS
Kohn-Sham gap   0.308 Eh
LUMO level   -0.30 eV

Want to see where the charge sits? The Löwdin charges in e are:
1 C -1.162
2 S 0.643
3 S 0.322
4 S 0.407
5 H -0.016
6 H -0.194

#S
2 unconnected molecules or ions with the total composition CH2S3. Source: OMol25; level of theory: ωB97M-V/def2-TZVPD.

Structure (ORCA input):
```
! RIJCOSX wB97M-V def2-TZVPD def2/J DEFGRID3
* xyz 0 1
C 1.3681 0.4720 -0.0163
S 2.8788 0.6893 0.2572
S -1.7657 -0.4739 -0.5081
S -0.2171 -1.4095 0.4437
H 0.4883 0.8444 -0.5451
H -2.7525 -0.1223 0.3685
*
```

Values from the calculation:
Kohn-Sham gap (spin up / spin down)   0.264 / 0.264 Eh
LUMO level (spin up / spin down)   -1.06 / -1.06 eV

Want to see where the charge sits? The Löwdin charges in e are:
1 C -0.738
2 S 0.746
3 S 0.163
4 S 0.096
5 H -0.078
6 H -0.189

Tell me which of them is the most stable. Sure, it is #P.

#P
A gas-phase ion, C8H12NO2 (charge +1). Source: OMol25; level of theory: ωB97M-V/def2-TZVPD.

Structure (ORCA input):
```
! RIJCOSX wB97M-V def2-TZVPD def2/J DEFGRID3
* xyz 1 1
C 1.1250 0.5701 -2.8299
C 0.7790 1.8622 -2.5445
C 0.7713 -0.1665 -1.6803
C 0.2439 0.7404 -0.8013
C 0.7523 -1.5425 -1.1167
C -0.0900 -1.3702 0.1769
C -0.2426 0.1433 0.4343
C 0.6771 0.5811 1.9731
N -1.6269 0.5296 0.8449
O 0.2416 1.9851 -1.3130
O -0.2622 0.3811 2.9842
H 1.5586 0.2118 -3.7393
H 0.8622 2.7533 -3.1318
H 0.3077 -2.2651 -1.7991
H 1.7633 -1.8819 -0.8901
H -1.0718 -1.8210 0.0330
H 0.3746 -1.8758 1.0185
H 0.9680 1.6266 1.8539
H 1.5371 -0.0807 2.0108
H -2.3378 -0.0234 0.3492
H -1.7815 1.5321 0.6764
H -1.6644 0.3579 1.8787
H 0.1778 0.3242 3.8391
*
```

Values from the calculation:
SMILES   [NH3+][C@@]1(CO)CCc2ccoc21
Kohn-Sham gap   0.336 Eh
LUMO level   -3.06 eV

Want to see where the charge sits? The Löwdin charges in e are:
1 C 0.034
2 C -0.063
3 C -0.146
4 C -0.225
5 C -0.079
6 C -0.081
7 C -0.247
8 C -0.080
9 N 0.240
10 O 0.084
11 O -0.073
12 H 0.119
13 H 0.134
14 H 0.126
15 H 0.128
16 H 0.123
17 H 0.121
18 H 0.117
19 H 0.120
20 H 0.181
21 H 0.186
22 H 0.152
23 H 0.127

#Q
A gas-phase ion, C8H12NO2 (charge +1). Source: OMol25; level of theory: ωB97M-V/def2-TZVPD.

Structure (ORCA input):
```
! RIJCOSX wB97M-V def2-TZVPD def2/J DEFGRID3
* xyz 1 1
C -0.3226 -2.2889 1.0619
C -0.5069 -1.6017 2.3162
C -0.1468 -1.6775 -0.1043
C -0.5702 -0.2690 2.4473
C -0.3540 0.0341 -0.0602
C -0.5561 0.6253 1.2800
C 1.7254 0.6254 -1.2177
C -0.4254 0.7373 -2.3905
N 0.2780 0.8656 -1.0996
O -1.5987 0.4738 0.3247
O -0.0992 1.9145 1.4010
H -0.2711 -3.3670 1.0928
H -0.5445 -2.2179 3.2005
H 0.0522 -2.1116 -1.0618
H -0.6212 0.2011 3.4178
H 1.9064 -0.3634 -1.6303
H 2.1736 1.3693 -1.8760
H 2.1968 0.6919 -0.2387
H -0.2623 -0.2548 -2.8047
H -1.4935 0.8846 -2.2378
H -0.0519 1.4802 -3.0933
H 0.1367 1.8271 -0.7439
H -0.6448 2.4215 2.0164
*
```

Values from the calculation:
SMILES   C[NH+](C)[C@@]12C=CC=C[C@]1(O)O2
Kohn-Sham gap   0.358 Eh
LUMO level   -3.38 eV

Want to see where the charge sits? The Löwdin charges in e are:
1 C -0.074
2 C -0.038
3 C 0.098
4 C 0.046
5 C -0.289
6 C -0.430
7 C 0.035
8 C 0.037
9 N -0.117
10 O 0.142
11 O 0.097
12 H 0.120
13 H 0.120
14 H 0.093
15 H 0.128
16 H 0.111
17 H 0.119
18 H 0.123
19 H 0.112
20 H 0.119
21 H 0.118
22 H 0.188
23 H 0.142

Tell me which of them is the most stable. Sure, it is #P.

#P
A molecular structure, C5H11N2O. Source: OMol25; level of theory: ωB97M-V/def2-TZVPD.

Structure (ORCA input):
```
! RIJCOSX wB97M-V def2-TZVPD def2/J DEFGRID3
* xyz -1 1
C 1.8822 -0.0307 -1.8343
O 2.2327 -0.5327 -2.9996
C 0.9769 -1.0376 -1.0078
C 0.3619 -0.4815 0.2194
C -0.4438 -1.2143 1.3148
N -1.9286 0.3216 -0.2236
C -2.1911 0.0391 0.9721
N -1.4088 -0.4123 2.0082
H 1.2299 0.8872 -1.9221
H 2.6888 0.3301 -1.1012
H 0.3268 -1.2325 -1.8704
H 1.5459 -1.9270 -0.7265
H -0.6485 0.1063 -0.2568
H 1.0904 0.1067 0.7923
H -0.8443 -2.1307 0.8083
H 0.2710 -1.6699 2.0142
H -1.1826 4.3368 1.5575
H -0.7005 4.7739 1.2298
H -3.2582 -0.2324 1.0257
*
```

Values from the calculation:
Kohn-Sham gap   0.170 Eh
LUMO level   1.69 eV

Want to see where the charge sits? The Löwdin charges in e are:
1 C -0.593
2 O -0.321
3 C -0.215
4 C -0.137
5 C -0.346
6 N 0.158
7 C -0.447
8 N -0.037
9 H 0.083
10 H 0.082
11 H 0.111
12 H 0.116
13 H 0.066
14 H 0.128
15 H 0.115
16 H 0.112
17 H 0.001
18 H -0.001
19 H 0.126

#Q
2 unconnected molecules or ions with the total composition C5H11N2O. Source: OMol25; level of theory: ωB97M-V/def2-TZVPD.

Structure (ORCA input):
```
! RIJCOSX wB97M-V def2-TZVPD def2/J DEFGRID3
* xyz -1 1
C 2.7397 -0.0200 1.0939
O 3.3905 -0.5515 2.1364
C 1.2494 -0.3747 0.9256
C 0.3745 0.6163 0.1554
C -0.9160 0.0819 -0.2833
C -2.0790 0.7669 -0.4157
N -3.2480 0.0786 -0.8609
N -0.8432 -1.1964 -0.8940
H 3.2336 -0.3762 0.1419
H 2.8686 1.1061 1.0562
H 0.8852 -0.4519 1.9677
H 1.1179 -1.4036 0.5521
H 1.6780 0.3402 -1.0640
H 0.4467 1.6129 0.5755
H -2.0239 1.8516 -0.4770
H -3.7200 0.4935 -1.6582
H -3.9587 -0.0040 -0.1403
H 0.1495 -1.3426 -1.0429
H -1.3448 -1.2270 -1.7682
*
```

Values from the calculation:
Kohn-Sham gap   0.208 Eh
LUMO level   3.30 eV

Want to see where the charge sits? The Löwdin charges in e are:
1 C -0.609
2 O -0.357
3 C -0.315
4 C -0.124
5 C -0.385
6 C -0.201
7 N -0.019
8 N 0.059
9 H 0.064
10 H 0.080
11 H 0.108
12 H 0.090
13 H 0.206
14 H 0.086
15 H 0.089
16 H 0.057
17 H 0.059
18 H 0.045
19 H 0.069

Tell me which of them is the most stable. Sure, it is #Q.